[1]
{"formula": "C53H55Ge2LiN2O2S4", "method": "the ωB97M-V functional and the def2-TZVPD basis", "species": ["Li", "C", "C", "C", "C", "C", "C", "C", "C", "C", "C", "C", "C", "C", "C", "C", "Ge", "S", "S", "Ge", "S", "S", "C", "C", "C", "C", "C", "C", "C", "C", "C", "C", "C", "C", "C", "C", "C", "C", "C", "C", "C", "C", "C", "C", "C", "C", "C", "C", "C", "C", "C", "C", "C", "C", "C", "H", "H", "H", "H", "H", "H", "H", "H", "H", "H", "H", "H", "H", "H", "H", "H", "H", "H", "H", "H", "H", "H", "H", "H", "H", "H", "H", "H", "H", "H", "H", "H", "H", "H", "H", "H", "H", "H", "H", "H", "H", "H", "H", "H", "H", "H", "H", "H", "H", "H", "C", "N", "C", "C", "C", "O", "N", "C", "O", "H", "H", "H", "H", "H"], "coordinates": [[-1.72548, -1.68445, 2.21779], [-0.10818, -0.73812, 6.68545], [0.00978, 0.44110, 5.74294], [1.09353, 0.53724, 4.84457], [1.27937, 1.61290, 3.94581], [2.60885, 1.61652, 3.18676], [0.25045, 2.52542, 3.76911], [-0.79509, 2.58482, 4.71864], [-1.76402, 3.74075, 4.76232], [-0.91155, 1.49580, 5.60137], [0.30700, 3.51766, 2.62157], [0.27249, 4.84110, 3.04632], [0.23156, 5.82406, 2.06896], [0.44949, 5.58640, 0.72880], [0.41320, 4.23775, 0.29366], [0.33713, 3.24372, 1.27438], [-0.18286, 1.34867, 0.76281], [-1.46053, 0.76512, 2.44983], [-1.51601, 0.89932, -1.03413], [-0.30307, -1.02790, -1.00983], [-0.88899, -2.75206, 0.21229], [1.49682, 0.06523, 0.07542], [0.01313, -1.49426, -2.91958], [-1.03614, -1.45325, -3.86173], [-0.75343, -1.52544, -5.26634], [0.57719, -1.51599, -5.71206], [1.64963, -1.44361, -4.75981], [1.35580, -1.61422, -3.39112], [2.45735, -2.04983, -2.45679], [2.34755, -3.28338, -1.80236], [1.44265, -4.42313, -2.11961], [3.22018, -3.46534, -0.73180], [4.34926, -2.64495, -0.51106], [5.21636, -2.91831, 0.73193], [4.58283, -1.57174, -1.37849], [3.56797, -1.20170, -2.26711], [3.69433, 0.13373, -2.98133], [-2.44307, -1.42372, -3.46482], [-3.06495, -2.51629, -2.77242], [-2.33046, -3.84164, -2.67941], [-4.36586, -2.44964, -2.28235], [-5.16772, -1.29035, -2.55262], [-6.60861, -1.13638, -2.12361], [-4.55435, -0.27977, -3.26812], [-3.22576, -0.28390, -3.62322], [-2.55031, 0.83643, -4.41045], [0.55650, 4.09379, -1.20458], [1.66697, 3.61594, -1.83036], [2.95005, 3.23796, -1.01888], [1.78672, 3.67044, -3.24915], [0.72848, 4.14216, -4.04875], [1.02505, 4.42562, -5.51005], [-0.47382, 4.42124, -3.39117], [-0.55584, 4.42468, -2.01202], [-1.83659, 4.85515, -1.34101], [0.07471, -0.33889, 7.73053], [0.67117, -1.44876, 6.33511], [-1.08974, -1.20908, 6.49136], [1.81374, -0.25284, 4.73132], [3.49878, 1.45964, 3.84029], [2.81445, 2.51826, 2.60745], [2.51650, 0.72984, 2.51450], [-1.48358, 4.62431, 5.33852], [-2.60248, 3.34664, 5.39345], [-2.23215, 4.16242, 3.83597], [-1.65539, 1.54603, 6.37898], [0.25127, 5.04433, 4.10118], [0.10530, 6.87510, 2.38943], [0.62252, 6.40264, -0.00590], [-1.57327, -1.41530, -5.99586], [0.78140, -1.43848, -6.81416], [2.72030, -1.39865, -5.05814], [0.87732, -4.32426, -3.09810], [0.70271, -4.50686, -1.33710], [2.04556, -5.32868, -2.13878], [3.13522, -4.37509, -0.13164], [5.23977, -4.05044, 0.85457], [4.82919, -2.55518, 1.66605], [6.21284, -2.52222, 0.53988], [5.46787, -0.94877, -1.31331], [4.59306, 0.63423, -2.69675], [2.87475, 0.84301, -2.71035], [3.66750, 0.12214, -4.09668], [-1.45654, -3.89573, -3.39253], [-3.04992, -4.69037, -2.82122], [-1.89959, -3.84818, -1.62879], [-4.74640, -3.24228, -1.59657], [-6.99677, -1.84716, -1.37543], [-7.21115, -1.31740, -3.01867], [-6.72466, -0.12718, -1.71605], [-5.19831, 0.57446, -3.52903], [-1.53721, 1.01764, -4.10093], [-3.13547, 1.82130, -4.41740], [-2.40464, 0.53388, -5.43057], [2.88268, 2.24089, -0.52967], [3.13357, 4.04415, -0.29180], [3.84646, 3.18627, -1.65795], [2.64815, 3.17388, -3.68843], [2.14572, 4.46100, -5.59408], [0.53149, 5.34999, -5.82300], [0.72728, 3.71095, -6.21389], [-1.33807, 4.87392, -3.90799], [-2.65828, 4.80887, -2.09295], [-1.77264, 5.85230, -0.79797], [-2.19198, 4.08219, -0.66905], [0.68262, -5.81754, 5.59136], [-0.34284, -4.87169, 5.14839], [-1.61783, -5.36530, 5.03596], [-2.56894, -4.59520, 4.51412], [-2.26549, -3.25574, 4.03493], [-3.13717, -2.66595, 3.24643], [-1.10284, -2.76842, 4.39414], [-0.03393, -3.53734, 4.70333], [1.15342, -3.20017, 4.67131], [1.59515, -5.23552, 5.80127], [0.86705, -6.50870, 4.74574], [0.36262, -6.40355, 6.50602], [-1.83335, -6.39445, 5.33641], [-3.54647, -5.05026, 4.45813]], "fmax_ev_per_a": 3.5, "e_lumo_ev": 4.01, "charge": -2, "orbital_gap_ev": 5.39}


[2]
{"formula": "C53H56AuN7O3", "method": "the ωB97M-V functional and the def2-TZVPD basis", "species": ["Au", "C", "C", "C", "C", "C", "C", "C", "C", "C", "C", "C", "C", "N", "C", "C", "N", "C", "C", "C", "C", "C", "C", "C", "C", "C", "C", "C", "C", "C", "C", "C", "C", "C", "C", "C", "C", "C", "C", "H", "H", "H", "H", "H", "H", "H", "H", "H", "H", "H", "H", "H", "H", "H", "H", "H", "H", "H", "H", "H", "H", "H", "H", "H", "H", "H", "H", "H", "H", "H", "H", "H", "H", "H", "H", "H", "H", "H", "H", "C", "O", "C", "C", "C", "C", "C", "C", "N", "N", "C", "C", "C", "C", "O", "C", "N", "C", "C", "C", "C", "H", "H", "H", "H", "H", "H", "H", "H", "H", "H", "H", "H", "N", "C", "N", "O", "H", "H", "H", "H"], "coordinates": [[0.33918, 0.37023, 0.70130], [-2.23193, -1.03697, -3.53100], [-2.25054, -0.65640, -2.04740], [-3.38970, -1.38938, -1.33656], [-2.35425, 0.84844, -1.85705], [-3.55327, 1.50309, -2.12292], [-3.67543, 2.86854, -1.93432], [-2.60667, 3.59938, -1.43741], [-1.38393, 2.99662, -1.16918], [-0.21140, 3.77736, -0.60168], [-0.64993, 4.98750, 0.21666], [0.77227, 4.23180, -1.68712], [-1.27797, 1.62564, -1.43203], [-0.00066, 0.99590, -1.24904], [0.76252, 0.84273, -2.26889], [2.13298, 0.20741, -2.13917], [2.51258, -0.21182, -1.00422], [3.82963, -0.68706, -0.80970], [4.87373, 0.24304, -0.69055], [6.16937, -0.24461, -0.55290], [6.42535, -1.60453, -0.54542], [5.36962, -2.49863, -0.61195], [4.05296, -2.06541, -0.71415], [2.94580, -3.09660, -0.59322], [1.74809, -2.95212, -1.53638], [2.47808, -3.12624, 0.86518], [4.61945, 1.73916, -0.62018], [4.86276, 2.23785, 0.80628], [5.45559, 2.52689, -1.62896], [2.75378, 0.26168, -3.48168], [3.94665, -0.16726, -3.99740], [4.20826, 0.07130, -5.36909], [3.31616, 0.71670, -6.18455], [2.07099, 1.16391, -5.67710], [1.05473, 1.84808, -6.38646], [-0.10183, 2.22477, -5.75353], [-0.34474, 1.94955, -4.38796], [0.61717, 1.27840, -3.67462], [1.82027, 0.90593, -4.32735], [-2.13165, -2.11735, -3.64684], [-1.40645, -0.56084, -4.05867], [-3.16122, -0.73367, -4.01784], [-1.31003, -0.99272, -1.60001], [-4.36135, -1.09804, -1.73605], [-3.38415, -1.19217, -0.26403], [-3.29261, -2.46679, -1.47775], [-4.40160, 0.93489, -2.48227], [-4.61307, 3.36342, -2.14981], [-2.73120, 4.65530, -1.24584], [0.31129, 3.09759, 0.07913], [-1.07257, 5.77276, -0.41410], [0.21815, 5.41377, 0.72022], [-1.37271, 4.70032, 0.97789], [0.27737, 4.89414, -2.40155], [1.19730, 3.40274, -2.24878], [1.59675, 4.78317, -1.23293], [6.99031, 0.45440, -0.45482], [7.44091, -1.96758, -0.46143], [5.56129, -3.56377, -0.56168], [3.41897, -4.05695, -0.82094], [1.07270, -2.16421, -1.20098], [1.18270, -3.88614, -1.53495], [2.05445, -2.74359, -2.56414], [2.10230, -2.14454, 1.15563], [3.29664, -3.38877, 1.53599], [1.67082, -3.84896, 1.00044], [3.56782, 1.92623, -0.84101], [5.90191, 2.08455, 1.10199], [4.22514, 1.71075, 1.51582], [4.64579, 3.30471, 0.87826], [6.52237, 2.43296, -1.42003], [5.20527, 3.58757, -1.58031], [5.28127, 2.18276, -2.64856], [4.67993, -0.66932, -3.38184], [5.15122, -0.26226, -5.78116], [3.56119, 0.88891, -7.22480], [1.19691, 2.07835, -7.43466], [-0.86192, 2.75114, -6.31582], [-1.27386, 2.26481, -3.93639], [-5.99012, 0.37223, 3.68411], [-6.13805, -1.02315, 3.83730], [-5.12262, -1.69197, 4.45756], [-5.29004, -3.06834, 4.59238], [-4.30404, -3.82545, 5.19061], [-3.12283, -3.23243, 5.62621], [-2.97850, -1.85714, 5.53082], [-3.97450, -1.08362, 4.95043], [-2.15375, -4.09288, 6.24519], [-0.94092, -3.95900, 6.03687], [-0.46171, -2.99059, 5.09370], [0.39700, -2.02298, 5.54828], [0.81776, -0.96615, 4.73956], [0.41970, -0.86115, 3.40980], [0.81440, 0.12687, 2.67450], [-0.40276, -1.93474, 2.89399], [-0.72935, -1.88192, 1.58273], [-1.38595, -2.87007, 1.03684], [-1.78883, -4.00789, 1.76009], [-1.51349, -4.06649, 3.09455], [-0.81355, -3.00874, 3.72100], [-6.87617, 0.71486, 3.15526], [-5.09542, 0.61111, 3.10232], [-5.93105, 0.87563, 4.65281], [-6.20160, -3.51936, 4.22555], [-4.42794, -4.89365, 5.31624], [-2.07823, -1.37626, 5.88671], [-3.82671, -0.01758, 4.87367], [0.70622, -2.06195, 6.58612], [1.46582, -0.19683, 5.13567], [-1.60104, -2.79109, -0.02272], [-2.31001, -4.81202, 1.25923], [-1.80683, -4.92911, 3.67645], [-2.99349, 0.74208, 1.81295], [-2.71845, 2.08591, 1.93432], [-3.83100, 2.89566, 2.02354], [-1.58669, 2.52167, 1.96968], [-3.81285, 0.46544, 1.29792], [-2.15966, 0.18195, 1.66170], [-4.68438, 2.49888, 2.37703], [-3.63050, 3.83783, 2.31540]], "fmax_ev_per_a": 0.7, "e_lumo_ev": -0.99, "orbital_gap_ev": 5.69}